Here is the molecule C6Cl6 from the OMol25 dataset. Energies are from ωB97M-V/def2-TZVPD.

Its energy above the lowest of the compared OMol25 structures with the same formula, charge and spin is 345.0 kJ/mol. As for the HOMO-LUMO gap (alpha / beta): 7.5 / 6.8 eV.

Cartesian coordinates (Å):
C 0.415 -0.767 -0.334
C -1.037 -0.473 -0.577
C 1.232 -1.457 -1.184
C 0.902 0.155 0.607
C -1.396 0.641 0.128
C -0.170 1.149 0.931
Cl 2.747 -2.041 -0.832
Cl 2.419 0.200 1.378
Cl -2.820 1.535 0.009
Cl -1.906 -1.450 -1.712
Cl 0.272 2.780 0.213
Cl -0.639 1.279 2.661

Atomic partial charges in e from the Mulliken method, atoms 1 to 8: atom 1 (C): 0.507, atom 2 (C): 0.183, atom 3 (C): -0.292, atom 4 (C): -0.177, atom 5 (C): -0.069, atom 6 (C): 0.553, atom 7 (Cl): -0.069, atom 8 (Cl): -0.134